# 1
{
  "formula": "C2H8N4",
  "method": "the ωB97M-V functional and the def2-TZVPD basis",
  "orbital_gap_ha": [0.094, 0.277],
  "lumo_energy_ev": [3.89, 3.77],
  "homo_energy_ev": [1.32, -3.77],
  "multiplicity": 2,
  "relative_energy_kcal_mol": 18.2,
  "fmax_ev_per_a": 3.45,
  "charge": -1,
  "elements": ["N", "C", "N", "H", "H", "H", "H", "N", "C", "N", "H", "H", "H", "H"],
  "positions_angstrom": [[0.954045, -1.372675, -0.393151], [1.734177, -0.381157, -0.901814], [1.377731, 0.896722, -1.061461], [0.083850, -1.350759, 0.137768], [1.495265, -2.252239, -0.281306], [2.760247, -0.695627, -1.103414], [2.303552, 1.368137, -0.948170], [-0.877623, 1.337818, 0.457710], [-1.663959, 0.373203, 1.069769], [-1.678413, -0.902710, 0.724884], [-0.276143, 0.970953, -0.323968], [-1.213466, 2.307394, 0.176768], [-2.356120, 0.827727, 1.770796], [-2.643139, -1.126783, 0.675590]],
  "forces_ev_per_a": [[2.39, -1.50, -0.86], [-1.48, 2.10, 0.91], [2.26, -2.54, 0.59], [-0.95, 0.81, -0.23], [-0.86, 0.97, -0.18], [0.04, -0.16, 0.10], [-0.95, 0.09, -0.99], [0.50, -0.82, -0.82], [0.54, 1.32, -1.05], [1.51, 1.28, -0.36], [-0.74, 0.73, 1.19], [-0.21, -1.09, 1.01], [-0.62, -0.01, -0.07], [-1.44, -1.17, 0.75]],
  "mulliken_spin": [-0.11, 0.64, -0.02, -0.02, -0.13, -0.11, -0.09, -0.17, 2.43, -0.36, 0.20, -0.34, -0.90, -0.03]
}

# 2
{
  "formula": "C8H13IN4OPS",
  "method": "the ωB97M-V functional and the def2-TZVPD basis",
  "orbital_gap_ha": 0.316,
  "lumo_energy_ev": -3.61,
  "homo_energy_ev": -12.20,
  "fmax_ev_per_a": 1.30,
  "charge": 1,
  "elements": ["N", "C", "N", "C", "C", "O", "I", "N", "P", "S", "H", "H", "H", "H", "H", "H", "H", "H", "N", "C", "C", "C", "C", "C", "H", "H", "H", "H", "H"],
  "positions_angstrom": [[0.576150, 0.389836, -0.182375], [0.598249, 0.862421, -1.439609], [-0.583973, 1.070529, -2.044550], [-0.963011, 2.366307, -2.619520], [-1.637648, 3.209535, -1.536204], [-2.215127, 2.714425, -0.621149], [-1.449153, 5.291724, -1.807927], [1.715858, 1.075775, -2.132737], [3.360615, 1.005536, -1.528581], [3.678548, 1.803808, 0.163646], [0.314847, 1.074213, 0.520332], [1.353153, -0.180598, 0.134255], [-1.310824, 0.758023, -1.400932], [-0.104561, 2.889160, -3.035510], [-1.674859, 2.213093, -3.432892], [1.590195, 1.264541, -3.121152], [3.932099, 1.582794, -2.664774], [3.590430, -0.364256, -1.682330], [0.165075, -1.918652, 1.730381], [-1.104765, -1.521207, 1.672462], [-2.136338, -2.104880, 2.387945], [-1.829999, -3.173534, 3.216692], [-0.513758, -3.600498, 3.290078], [0.445734, -2.944201, 2.533646], [-1.303159, -0.686536, 1.009650], [-3.146537, -1.730796, 2.298264], [-2.601453, -3.663289, 3.795721], [-0.228992, -4.428883, 3.923549], [1.483204, -3.254388, 2.573623]],
  "forces_ev_per_a": [[0.68, -0.10, -0.06], [0.27, 0.19, -0.44], [-0.63, 0.59, 0.98], [0.29, -0.14, -0.38], [-0.14, -0.04, 0.06], [0.21, 0.04, -0.09], [-0.07, 0.06, -0.03], [0.00, -0.23, -0.09], [-0.10, 0.24, 0.13], [0.00, -0.05, 0.03], [-0.54, -0.28, 0.04], [-0.03, 0.06, 0.13], [-0.15, -0.09, -0.28], [0.03, -0.03, 0.07], [-0.04, 0.05, 0.05], [0.03, -0.12, 0.01], [0.09, -0.06, -0.12], [0.14, -0.08, -0.01], [0.08, 0.11, -0.06], [-0.06, 0.01, -0.02], [0.07, -0.07, 0.05], [0.01, 0.01, -0.01], [0.01, -0.01, 0.01], [-0.03, -0.01, 0.01], [-0.12, -0.04, 0.04], [0.00, 0.00, -0.01], [0.00, 0.00, 0.00], [0.00, 0.00, 0.00], [0.00, 0.00, 0.00]],
  "lowdin_charge": [0.18, -0.45, 0.10, -0.18, -0.87, 0.03, 0.95, -0.09, 0.32, 0.24, 0.14, 0.09, 0.14, 0.09, 0.14, 0.13, -0.01, 0.00, 0.04, -0.17, -0.06, -0.06, -0.06, -0.14, 0.07, 0.11, 0.11, 0.11, 0.11]
}

# 3
{
  "formula": "C2H3FI2",
  "method": "the ωB97M-V functional and the def2-TZVPD basis",
  "orbital_gap_ha": 0.338,
  "lumo_energy_ev": -0.44,
  "homo_energy_ev": -9.63,
  "relative_energy_kcal_mol": 14.6,
  "fmax_ev_per_a": 3.96,
  "elements": ["C", "C", "F", "I", "I", "H", "H", "H"],
  "positions_angstrom": [[0.007967, -0.287074, -0.008148], [-0.511758, -1.968150, -0.298961], [-1.344934, -2.215526, 0.786852], [-1.565838, -2.140949, -2.148256], [1.299417, -3.138306, -0.168369], [0.493990, -0.475375, 1.014804], [0.939109, -0.021185, -0.624912], [-0.931672, 0.366535, -0.169765]],
  "forces_ev_per_a": [[0.31, -2.89, -0.34], [0.92, 3.64, 1.26], [0.67, -0.23, -1.22], [0.13, -0.11, 0.39], [-0.58, -0.01, -0.05], [-1.47, 0.94, -1.03], [-1.86, -0.38, 0.28], [1.88, -0.95, 0.70]],
  "lowdin_charge": [-0.17, -1.38, -0.18, 0.77, 0.76, 0.05, 0.06, 0.08]
}

# 4
{
  "formula": "C6H14N2O",
  "method": "the ωB97M-V functional and the def2-TZVPD basis",
  "orbital_gap_ha": 0.387,
  "lumo_energy_ev": 0.76,
  "homo_energy_ev": -9.77,
  "smiles": "CC(C)(C)ON.CC#N",
  "relative_energy_kcal_mol": 71.9,
  "fmax_ev_per_a": 1.07,
  "elements": ["C", "C", "C", "C", "N", "O", "H", "H", "H", "H", "H", "H", "H", "H", "H", "H", "H", "C", "C", "N", "H", "H", "H"],
  "positions_angstrom": [[-1.140142, 0.497519, 0.157443], [-0.145942, 1.605778, 0.514667], [-1.022124, 0.180354, -1.335822], [-2.580191, 0.916147, 0.516820], [0.180114, -1.433884, 1.021122], [-1.027430, -0.664297, 0.998852], [0.460282, -1.437155, 2.003110], [-0.119039, -2.380948, 0.783490], [0.859966, 1.337912, 0.204227], [-0.151233, 1.789906, 1.587038], [-0.432978, 2.516840, -0.002647], [-1.658937, -0.662419, -1.596905], [0.004851, -0.053440, -1.601638], [-1.334168, 1.050533, -1.906501], [-2.602850, 1.908986, 0.955938], [-3.223761, 0.901304, -0.357773], [-2.970045, 0.210294, 1.242463], [2.907480, -1.450203, -0.264462], [2.670442, -0.277840, -1.050932], [2.455540, 0.660517, -1.668472], [1.999885, -1.638150, 0.312135], [3.749915, -1.282101, 0.404511], [3.120363, -2.295653, -0.916666]],
  "forces_ev_per_a": [[-0.04, 0.48, -0.35], [-0.03, -0.58, 0.17], [0.12, -0.33, 0.48], [0.21, 0.04, -0.13], [-0.39, 0.66, -0.33], [0.00, -0.85, 0.65], [-0.19, -0.04, -0.19], [-0.03, 0.22, 0.15], [0.07, 0.04, -0.01], [-0.07, 0.07, 0.12], [0.01, 0.11, -0.06], [-0.14, -0.05, -0.04], [0.04, -0.01, -0.07], [-0.01, 0.08, -0.10], [-0.05, 0.13, 0.03], [-0.10, 0.04, -0.08], [-0.14, -0.01, 0.07], [0.33, -0.63, 0.32], [0.07, 0.25, -0.22], [-0.02, 0.45, -0.34], [0.24, 0.01, -0.12], [0.04, -0.06, -0.01], [0.06, -0.03, 0.03]],
  "lowdin_charge": [-0.60, -0.03, -0.03, -0.02, 0.04, -0.19, 0.10, 0.10, 0.04, 0.09, 0.09, 0.09, 0.04, 0.09, 0.08, 0.08, 0.08, -0.08, -0.30, 0.15, 0.03, 0.09, 0.09]
}

# 5
{
  "formula": "C3H6Si",
  "method": "the ωB97M-V functional and the def2-TZVPD basis",
  "orbital_gap_ha": [0.354, 0.314],
  "lumo_energy_ev": [0.51, -1.26],
  "homo_energy_ev": [-9.13, -9.81],
  "relative_energy_kcal_mol": 139.0,
  "fmax_ev_per_a": 2.47,
  "elements": ["C", "C", "C", "Si", "H", "H", "H", "H", "H", "H"],
  "positions_angstrom": [[-1.388863, -0.255380, 0.374422], [-0.210832, -0.041171, -0.081451], [-1.496231, 0.628484, -0.779105], [1.606428, -0.185139, -0.131138], [-1.061550, -1.329334, 3.159016], [-2.036035, 0.292235, -1.663843], [-1.712104, 1.665800, -0.640470], [2.042788, -0.533713, -1.484244], [1.924690, -1.156744, 0.989602], [2.331713, 0.914962, 0.257212]],
  "forces_ev_per_a": [[0.34, -0.19, 0.39], [-0.29, 0.00, -0.09], [-1.31, 0.06, -0.28], [-0.58, -2.18, 0.33], [-0.03, 0.02, -0.06], [0.68, -0.49, -0.22], [0.35, 0.80, 0.32], [0.05, -0.31, -0.13], [-0.13, 0.06, -0.76], [0.92, 2.24, 0.50]],
  "lowdin_charge": [-0.03, -0.39, -0.14, 0.63, 0.06, 0.07, 0.06, -0.08, -0.06, -0.12]
}

# 6
{
  "formula": "C25H39Cl3LiN6O4PSi",
  "method": "the ωB97M-V functional and the def2-TZVPD basis",
  "orbital_gap_ha": 0.240,
  "lumo_energy_ev": 4.09,
  "homo_energy_ev": -2.44,
  "relative_energy_kcal_mol": 0.0,
  "fmax_ev_per_a": 0.82,
  "charge": -2,
  "elements": ["Li", "Cl", "C", "C", "C", "Cl", "C", "O", "C", "Cl", "C", "H", "H", "C", "Si", "C", "C", "O", "H", "H", "H", "H", "H", "H", "H", "H", "H", "N", "C", "C", "C", "N", "H", "H", "H", "H", "O", "P", "N", "C", "C", "C", "C", "N", "C", "C", "C", "C", "N", "C", "C", "C", "C", "H", "H", "H", "H", "H", "H", "H", "H", "H", "H", "H", "H", "H", "H", "H", "H", "H", "H", "H", "H", "H", "H", "H", "H", "O", "C", "N"],
  "positions_angstrom": [[-1.505602, -0.074951, 0.577039], [-7.143300, 3.575960, -3.432211], [-5.782149, 2.827819, -2.607017], [-5.868768, 1.509610, -2.189287], [-4.796593, 0.929676, -1.545892], [-4.922788, -0.736308, -1.057229], [-3.555079, 1.600512, -1.264594], [-2.577258, 1.075901, -0.686790], [-3.566420, 2.957488, -1.735210], [-2.127602, 3.901468, -1.444981], [-4.628018, 3.557191, -2.379473], [-6.765716, 0.931715, -2.366242], [-4.552811, 4.587764, -2.698895], [-2.855585, -4.037531, -1.168811], [-2.332086, -3.393626, 0.527540], [-3.733044, -3.862021, 1.723844], [-0.847428, -4.433960, 1.053512], [-2.061544, -1.826877, 0.525317], [-3.043835, -5.116369, -1.160173], [-2.072619, -3.834432, -1.905023], [-3.761776, -3.527903, -1.505172], [-3.937936, -4.937277, 1.691150], [-4.656715, -3.334101, 1.468427], [-3.470481, -3.606650, 2.755457], [-1.105798, -5.494190, 1.145303], [-0.457311, -4.093333, 2.015765], [-0.035615, -4.349383, 0.324526], [-3.133434, -0.581525, 2.528165], [-3.807145, -0.745809, 3.673517], [-3.528883, 0.346891, 4.472136], [-2.639141, 1.115750, 3.701332], [-2.411326, 0.552199, 2.525056], [-2.925024, -1.245794, 1.734688], [-4.435070, -1.607361, 3.830232], [-3.911778, 0.558770, 5.455684], [-2.173403, 2.058303, 3.942813], [0.287571, 0.685856, 0.372663], [1.634497, 0.915774, -0.192500], [1.476787, 1.780166, -1.618680], [0.462822, 1.248978, -2.538601], [0.654312, 2.123249, -3.767171], [2.177112, 2.228042, -3.854723], [2.630433, 2.278648, -2.385595], [2.326963, -0.537820, -0.573395], [3.757271, -0.770494, -0.785287], [3.911627, -2.291382, -0.649421], [2.513659, -2.829536, -0.947601], [1.623157, -1.797044, -0.268072], [2.589167, 1.796575, 0.817149], [3.893837, 2.410145, 0.570921], [4.518965, 2.511397, 1.964453], [3.303177, 2.691739, 2.869090], [2.294408, 1.720797, 2.266921], [-0.524006, 1.324847, -2.081010], [0.658307, 0.193727, -2.787390], [0.208141, 3.101966, -3.582347], [0.199812, 1.700100, -4.663782], [2.523298, 3.092232, -4.423689], [2.578014, 1.331118, -4.333849], [2.867904, 3.298982, -2.075575], [3.532029, 1.675845, -2.243554], [4.361872, -0.280083, -0.018737], [4.062500, -0.421640, -1.780903], [4.171515, -2.508602, 0.387100], [4.691448, -2.686864, -1.302354], [2.353247, -3.836488, -0.558386], [2.315426, -2.838552, -2.024381], [1.584933, -1.971158, 0.810864], [0.601393, -1.778910, -0.643618], [3.780273, 3.403193, 0.120447], [4.518901, 1.811024, -0.095299], [5.239892, 3.329140, 2.027672], [5.008200, 1.567012, 2.205781], [2.929108, 3.719374, 2.817609], [3.514991, 2.449764, 3.911060], [1.256927, 1.991500, 2.455170], [2.483905, 0.710798, 2.635312], [6.557319, -1.554863, 2.550024], [5.371939, -1.264720, 2.480377], [4.226031, -0.971451, 2.408803]],
  "forces_ev_per_a": [[0.13, 0.64, -0.51], [0.01, -0.01, 0.01], [-0.01, 0.00, 0.00], [-0.01, 0.01, -0.01], [0.06, 0.00, -0.03], [-0.01, 0.02, 0.04], [-0.09, 0.00, -0.01], [0.11, -0.10, 0.04], [-0.01, 0.02, 0.03], [0.02, -0.02, -0.03], [0.01, 0.02, 0.00], [0.00, 0.00, 0.00], [0.00, 0.00, 0.00], [0.00, -0.04, 0.00], [0.04, -0.03, -0.18], [0.01, -0.04, 0.01], [0.06, -0.01, -0.02], [0.01, -0.27, 0.28], [0.00, 0.01, -0.01], [-0.01, 0.00, 0.01], [0.00, -0.01, -0.01], [-0.01, 0.02, 0.00], [-0.01, 0.01, 0.00], [0.01, -0.02, -0.02], [-0.01, 0.01, -0.01], [0.00, 0.00, 0.01], [-0.02, 0.01, 0.02], [0.00, 0.22, 0.31], [-0.05, 0.07, -0.01], [0.01, 0.01, 0.00], [-0.12, 0.16, -0.04], [-0.02, -0.53, 0.06], [-0.02, 0.03, -0.14], [0.02, 0.00, 0.02], [0.01, -0.01, 0.02], [0.01, 0.00, 0.00], [-0.06, -0.23, 0.22], [-0.33, -0.02, -0.14], [0.41, 0.18, 0.12], [-0.11, 0.01, 0.03], [0.00, 0.00, 0.02], [-0.01, -0.01, 0.00], [-0.07, -0.01, -0.02], [-0.19, -0.15, -0.02], [0.10, -0.09, 0.09], [0.00, 0.04, -0.02], [-0.01, -0.01, 0.04], [0.09, -0.01, -0.01], [-0.09, 0.17, -0.12], [0.07, -0.05, 0.00], [-0.03, 0.03, -0.08], [-0.01, -0.05, 0.04], [0.05, -0.12, 0.04], [0.01, -0.02, -0.03], [-0.01, 0.00, 0.00], [-0.02, 0.02, 0.01], [0.01, -0.01, 0.01], [0.01, 0.01, 0.00], [0.00, 0.00, 0.00], [0.00, 0.03, -0.01], [-0.01, 0.01, 0.01], [-0.04, -0.03, -0.04], [0.02, -0.04, 0.00], [0.02, 0.01, -0.02], [-0.01, -0.01, -0.02], [0.00, 0.02, 0.00], [0.00, 0.00, 0.00], [0.01, -0.03, 0.02], [-0.01, 0.02, -0.01], [-0.02, 0.04, 0.00], [-0.04, 0.04, 0.00], [0.01, -0.02, 0.01], [0.00, -0.01, 0.02], [0.00, 0.00, -0.02], [0.00, 0.01, -0.01], [0.00, 0.04, -0.02], [0.01, -0.01, 0.00], [-0.08, -0.01, -0.04], [0.09, 0.06, 0.10], [0.12, 0.00, 0.01]],
  "lowdin_charge": [0.56, 0.56, -0.71, -0.18, -0.58, 0.69, -0.53, -0.16, -0.58, 0.66, -0.18, 0.09, 0.09, -0.18, 0.20, -0.18, -0.18, -0.46, 0.01, 0.02, 0.00, 0.02, 0.02, 0.01, 0.02, 0.03, 0.01, -0.02, -0.13, -0.11, -0.18, 0.02, 0.05, 0.10, 0.07, 0.09, -0.32, 0.56, -0.18, -0.21, -0.18, -0.18, -0.21, -0.17, -0.21, -0.18, -0.18, -0.20, -0.17, -0.21, -0.18, -0.18, -0.20, 0.09, 0.12, 0.10, 0.11, 0.10, 0.10, 0.10, 0.08, 0.07, 0.10, 0.09, 0.10, 0.10, 0.11, 0.12, 0.10, 0.10, 0.09, 0.10, 0.09, 0.10, 0.11, 0.11, 0.08, -0.11, -0.67, 0.05]
}